(1)
The molecule C5H6O2S. Source: the Open Molecules 2025 dataset; level of theory: ωB97M-V/def2-TZVPD.

## Properties
Net charge ... 0
Maximum force ... 2.5 eV/Å
HOMO ... -0.348 Ha
Structure (SMILES) ... CC1=COC(=O)SC1
Energy above the lowest of the compared OMol25 structures with the same formula, charge and spin ... 40.6 kJ/mol
Multiplicity ... 1
Kohn-Sham gap ... 10.0 eV

Cartesian coordinates (Å):
C1 -1.949 -0.076 -0.197
C2 -0.476 -0.110 0.014
C3 0.230 -1.202 -0.203
O1 1.525 -1.310 0.219
C4 2.442 -0.306 -0.028
O2 3.608 -0.595 -0.051
S1 1.881 1.373 -0.252
C5 0.169 1.222 0.352
H1 -2.318 0.801 -0.758
H2 -2.358 -1.012 -0.619
H3 -2.474 -0.019 0.795
H4 -0.095 -2.167 -0.632
H5 0.178 1.390 1.462
H6 -0.364 2.011 -0.102

(2)
A 3-piece molecular cluster, C4H10O overall. Source: the Open Molecules 2025 dataset; level of theory: ωB97M-V/def2-TZVPD.

## Properties
Net charge ... 0
Maximum force ... 0.5 eV/Å
HOMO ... -0.364 Ha
Structure (SMILES) ... [H][H].CC=O.C=C
Energy above the lowest of the compared OMol25 structures with the same formula, charge and spin ... 229.8 kJ/mol
Multiplicity ... 1
Kohn-Sham gap ... 11.1 eV

Cartesian coordinates (Å):
H1 0.724 1.824 -1.351
H2 0.812 1.413 -0.735
C1 -0.928 -1.060 -1.482
C2 -1.837 -0.065 -0.815
O1 -2.073 -0.041 0.370
H3 -0.276 -0.557 -2.203
H4 -1.534 -1.786 -2.039
H5 -0.331 -1.587 -0.733
H6 -2.316 0.673 -1.495
C3 0.704 -0.086 1.857
C4 1.885 0.483 1.638
H7 0.577 -1.166 1.831
H8 -0.190 0.494 2.066
H9 2.775 -0.103 1.421
H10 2.010 1.563 1.672

(3)
The molecule C6H5NS. Source: the Open Molecules 2025 dataset; level of theory: ωB97M-V/def2-TZVPD.

## Properties
Net charge ... 0
Maximum force ... 4.4 eV/Å
HOMO ... -0.319 Ha
Structure (SMILES) ... C#C/C(C#N)=C/SC
Energy above the lowest of the compared OMol25 structures with the same formula, charge and spin ... 358.1 kJ/mol
Multiplicity ... 1
Kohn-Sham gap ... 8.3 eV

Cartesian coordinates (Å):
C1 -3.027 -1.389 -0.161
C2 -2.285 -0.405 -0.019
C3 -1.134 0.513 0.087
C4 -1.726 1.838 -0.127
N1 -2.166 2.906 0.116
C5 0.141 0.035 -0.159
S1 1.518 1.049 -0.360
C6 2.816 -0.161 0.244
H1 -3.808 -2.008 -0.558
H2 0.412 -1.075 0.201
H3 2.462 -0.999 1.068
H4 3.605 0.529 0.463
H5 3.191 -0.833 -0.795